Entry 1:
{"formula": "C40H43N6PSTi", "method": "ωB97M-V with the def2-TZVPD basis set", "multiplicity": 2, "homo_lumo_gap_ev": [7.054, 7.034], "total_charge": 3, "relative_energy_kcal_mol": 3.1, "molar_mass_g_mol": 718.7, "homo_energy_ev": [-16.21, -16.20], "e_tot_ev": -94338.765, "symbols": ["C", "C", "C", "C", "H", "H", "H", "H", "H", "C", "H", "C", "H", "H", "N", "C", "H", "C", "H", "H", "C", "H", "C", "H", "C", "H", "H", "H", "H", "H", "H", "N", "H", "N", "Ti", "S", "H", "C", "C", "H", "H", "C", "H", "H", "H", "H", "C", "H", "N", "C", "C", "H", "C", "H", "H", "H", "C", "C", "H", "C", "C", "H", "C", "P", "H", "C", "C", "C", "H", "C", "C", "C", "H", "C", "H", "C", "C", "C", "H", "H", "H", "C", "H", "C", "N", "C", "N", "C", "C", "C", "C", "H"], "xyz": [[3.1494, -3.3930, -1.1498], [2.4317, 0.2927, -0.7239], [2.7316, -0.3950, -3.1915], [-1.2820, -1.8577, 4.0312], [0.9128, 2.4945, -2.8611], [1.4292, 1.2862, 4.2152], [3.1530, 6.8259, -0.6986], [-3.7576, 1.5489, 1.8842], [1.3704, -2.6466, -2.0652], [3.7686, -3.7675, 0.0368], [-2.7971, 0.2104, 2.5065], [-2.4283, -2.6336, 4.1785], [-3.6356, 2.1754, -2.3495], [-1.8365, 2.9570, 1.6390], [1.5269, 0.6318, 0.1948], [-2.9749, 1.9475, -1.5111], [-0.0093, -4.6783, -1.3014], [1.0985, 3.2163, -2.0763], [-2.8094, 2.8786, -0.9653], [-1.3422, -5.9644, -2.9013], [-1.4335, -3.0640, -1.1536], [-0.6016, -1.2406, -3.1382], [1.1669, -2.7481, 0.0792], [-2.8410, -3.6385, 0.9716], [-1.6698, 2.0016, 2.1430], [4.5237, 0.0163, -1.1606], [-1.5571, 1.3874, -4.0866], [0.7550, 5.9945, 2.7510], [0.1889, -1.1114, 2.6705], [3.5441, -3.9808, 2.1579], [5.2233, 0.6733, 1.1248], [-1.6362, 1.4908, -1.9778], [-3.8502, 0.0331, -1.2268], [0.5375, 3.1485, -0.8984], [-0.5204, 0.6383, -0.3361], [2.1795, 4.4905, -2.3801], [-0.8288, -1.3931, 4.8977], [2.0384, 6.5070, 1.1052], [-0.7166, -1.6981, 2.7774], [-2.4543, 0.0859, -3.3258], [3.3151, 0.4797, -3.4962], [1.8891, 1.0509, 1.4101], [-2.8740, -2.7601, 5.1561], [2.4361, 7.3830, 1.5989], [3.5165, 1.4041, 2.7720], [-4.4260, -2.9988, -2.7662], [-2.6878, -2.6137, -1.5719], [-1.6624, 2.1901, 3.2151], [-2.6339, 0.4478, 0.4339], [0.9706, 4.2413, -0.1286], [3.7861, 0.2938, -0.4207], [-3.8686, -3.8769, 3.1919], [2.4447, 6.2002, -0.1724], [-1.0941, 2.3405, -2.1084], [3.4417, -1.1568, -2.8713], [4.7689, -4.1797, 0.0204], [-2.9879, -3.2596, 3.0756], [1.0072, 2.0801, 3.5930], [0.2203, -0.1036, -4.2035], [1.8973, 5.0664, -0.7766], [-1.7174, -5.0168, -2.5382], [-3.1003, -1.6990, -1.1668], [1.8631, -2.8780, -1.1272], [-0.5107, -2.0513, 0.0325], [3.6609, -3.5368, -2.0938], [-0.9575, -4.2817, -1.6365], [-1.5622, 0.7043, -3.2374], [1.8390, -0.0189, -2.0615], [1.7566, 2.8723, 3.5292], [3.2186, 1.0724, 1.7872], [-0.2978, -0.1962, -3.2507], [0.5548, 4.5905, 1.1623], [-2.8015, -0.5442, 0.5731], [-1.2692, -2.3348, 1.6596], [0.1270, 2.4802, 4.0840], [-2.9544, -4.5528, -2.9583], [-3.5960, 0.8980, -0.6165], [-2.7983, 1.0385, 1.7995], [1.2536, -3.1222, 2.2004], [-0.2088, 4.0283, 1.6733], [-3.5424, -5.1323, -3.6574], [-2.4085, -3.1199, 1.8185], [2.1891, -0.7681, -4.0544], [-3.4483, -3.3507, -2.4641], [0.5627, 0.1200, -2.1043], [3.0819, -3.6533, 1.2360], [-0.3990, 1.4730, 1.6361], [1.7840, -3.1563, 1.2593], [0.7352, 1.5465, 2.2335], [1.0892, 5.7094, 1.7618], [4.1749, 0.6694, 0.8574], [-4.5242, 1.2600, -0.1736]]}

=====

Entry 2:
{"formula": "C5H13N3", "method": "ωB97M-V with the def2-TZVPD basis set", "homo_lumo_gap_ev": 7.895, "relative_energy_kcal_mol": 104.1, "molar_mass_g_mol": 115.2, "homo_energy_ev": -6.99, "e_tot_ev": -9861.850, "symbols": ["H", "C", "C", "C", "H", "N", "H", "H", "H", "C", "H", "N", "H", "H", "H", "N", "C", "H", "H", "H", "H"], "xyz": [[1.8774, -1.6803, 1.2404], [1.2128, -1.6112, 0.3783], [-0.3274, 2.1750, 0.2006], [-2.3643, -0.8108, -0.0671], [-0.7464, 2.6362, -0.6957], [0.1797, 0.1419, -1.1418], [-0.3092, -0.6628, -1.5226], [-1.8207, -1.6815, -0.4748], [-0.3807, -0.1343, 1.1421], [-0.4159, 0.6746, 0.0805], [2.4168, 1.1485, -0.9630], [2.3219, 0.5360, -0.1657], [-0.9129, 2.5266, 1.0482], [0.2399, -1.9956, 0.6889], [3.1744, 0.0573, 0.0792], [-1.5815, 0.1265, 0.7146], [1.1278, -0.1929, -0.1188], [1.6042, -2.2651, -0.4101], [-3.1531, -1.2079, 0.5726], [0.6968, 2.5201, 0.3304], [-2.8397, -0.3003, -0.9162]]}

=====

Entry 3:
{"formula": "H34O17", "method": "ωB97M-V with the def2-TZVPD basis set", "homo_lumo_gap_ev": 10.711, "relative_energy_kcal_mol": 115.9, "molar_mass_g_mol": 306.3, "homo_energy_ev": -10.84, "e_tot_ev": -35356.985, "symbols": ["H", "H", "O", "H", "H", "H", "H", "H", "H", "O", "O", "H", "O", "H", "O", "H", "O", "H", "H", "H", "O", "O", "O", "H", "O", "H", "H", "H", "H", "H", "O", "O", "H", "H", "H", "H", "H", "O", "H", "H", "O", "H", "O", "H", "H", "H", "H", "O", "H", "H", "O"], "xyz": [[1.6121, 0.7601, 3.7502], [3.5141, 0.6874, 1.1745], [-0.0315, 5.4354, -0.5154], [-2.0202, 0.5696, 2.1503], [-3.1154, 2.9578, -3.2077], [1.1389, 1.6016, -1.4400], [-0.5541, 4.9305, 2.9728], [3.1746, 0.0700, -2.5173], [4.1436, 0.3145, -1.4527], [0.0532, -1.0092, 4.1624], [3.4326, -0.2448, 1.0008], [0.8335, 5.3467, -0.0452], [-1.0808, 4.8472, 2.1863], [3.3596, 3.7249, 2.9241], [1.7568, 0.9184, 2.8194], [0.5724, -0.9916, 4.9600], [-0.2446, -5.6843, -0.3495], [-1.0788, -2.2429, -3.5891], [-4.4210, -2.9055, 0.0310], [0.8360, -2.1170, -0.1714], [2.1740, -4.0514, -2.8197], [-1.5972, -1.4143, -3.4806], [-1.7874, 1.3891, -1.9397], [-3.4126, 1.4604, -3.5401], [-3.7054, 2.3572, -3.6150], [-0.7783, -5.6411, -1.1119], [-0.1361, -1.9649, 4.1661], [-1.8792, -0.9349, 1.9467], [2.1971, -2.2332, -0.2377], [2.1687, -4.0347, -1.8426], [1.4676, -2.8409, -0.4663], [-2.0376, -2.8334, 2.2033], [-0.0059, 4.7360, -1.1617], [0.3741, -4.9100, -0.4343], [-1.9092, -3.8171, 2.0149], [-0.4074, 4.5875, 1.5665], [3.4521, -0.5989, 1.9002], [3.1690, 3.6449, 2.0147], [-3.3131, -1.7118, 0.5682], [0.2480, 1.8673, -2.7933], [-1.6688, -0.1376, 1.5151], [-2.8649, -2.7207, 2.7352], [3.2746, -0.0320, -1.5513], [0.9552, 0.4661, 2.4602], [-1.7559, 2.0946, -2.6010], [2.8418, -3.4136, -3.1637], [-2.0911, -1.4078, -4.3042], [0.7012, 2.1724, -2.0363], [-2.3002, 0.6588, -2.2908], [2.3960, 3.1594, 1.5593], [-4.1187, -2.2918, 0.7249]]}

=====

Entry 4:
{"formula": "C2H8S2", "method": "ωB97M-V with the def2-TZVPD basis set", "homo_lumo_gap_ev": 9.824, "relative_energy_kcal_mol": 7.4, "molar_mass_g_mol": 96.2, "homo_energy_ev": -8.96, "e_tot_ev": -23873.824, "smiles": "CS.CS", "symbols": ["C", "H", "H", "S", "H", "H", "S", "H", "H", "H", "C", "H"], "xyz": [[1.6777, -0.4724, 0.6828], [-1.4738, 2.0132, -1.7440], [0.7710, -0.6724, 1.2417], [-0.8120, 1.7487, -0.6136], [2.1981, -2.1675, -0.8724], [-1.9389, -0.4326, -0.6431], [1.5110, -1.0331, -1.0474], [-1.4987, 0.1603, 0.9641], [1.8926, 0.5872, 0.7246], [2.4890, -1.0178, 1.1392], [-1.9161, 0.4344, 0.0027], [-2.8999, 0.8520, 0.1656]]}

=====

Which formula does entry 3 have?
H34O17

=====

Number 1 is which compound?
C40H43N6PSTi